The following is a quantum chemistry calculation of CH2ClFOS in the gas phase at a distorted geometry, from the Open Molecules 2025 dataset.

Summary:
HOMO-LUMO gap, eV: 9.5770
Total energy, hartree: -1072.7259
Energy above the lowest of the compared OMol25 structures with the same formula, charge and spin, eV: 0.2573
E_LUMO, eV: -0.3

```
! wB97M-V def2-TZVPD RIJCOSX def2/J DEFGRID3
* xyz 0 1
C 0.654 0.619 0.047
O -0.389 -2.023 -0.023
F 1.846 0.104 0.454
S -0.778 -0.809 0.573
Cl -2.200 0.027 -0.791
H 0.328 1.279 0.817
H 0.539 0.804 -1.077
*
```

What are the natural (NBO) partial charges on each atom? They are as follows, in elementary charge units:
1. C -0.07
2. O -0.88
3. F -0.34
4. S 1.22
5. Cl -0.31
6. H 0.17
7. H 0.21

=====

The following is a quantum chemistry calculation of 2 unconnected molecules or ions with the total composition CH2ClIO at a distorted geometry, from the Open Molecules 2025 dataset.

Summary:
HOMO-LUMO gap, eV: 8.7705
Total energy, hartree: -872.3168
Energy above the lowest of the compared OMol25 structures with the same formula, charge and spin, eV: 2.6130
E_LUMO, eV: -0.2

```
! wB97M-V def2-TZVPD RIJCOSX def2/J DEFGRID3
* xyz 0 1
C -2.211 0.267 -0.053
O -1.464 -0.709 0.027
Cl 2.446 -0.282 -0.199
I -2.135 1.673 1.697
H 1.270 0.164 -0.791
H -0.841 -1.123 0.785
*
```

What are the natural (NBO) partial charges on each atom? They are as follows, in elementary charge units:
1. C 0.29
2. O -0.68
3. Cl -0.29
4. I -0.12
5. H 0.29
6. H 0.52

=====

The following is a quantum chemistry calculation of CH2ClN in the gas phase at a distorted geometry, from the Open Molecules 2025 dataset.

Summary:
HOMO-LUMO gap, eV: 10.4494
Total energy, hartree: -554.1830
Energy above the lowest of the compared OMol25 structures with the same formula, charge and spin, eV: 1.1437
E_LUMO, eV: -0.5
SMILES string: [H]/N=C\Cl

```
! wB97M-V def2-TZVPD RIJCOSX def2/J DEFGRID3
* xyz 0 1
C -0.369 0.270 0.073
N -0.662 -0.903 0.315
Cl 1.669 0.939 -0.487
H -0.999 1.014 -0.218
H 0.361 -1.320 0.316
*
```

What are the natural (NBO) partial charges on each atom? They are as follows, in elementary charge units:
1. C 0.31
2. N -0.56
3. Cl -0.35
4. H 0.19
5. H 0.40

=====

The following is a quantum chemistry calculation of 2 unconnected molecules or ions with the total composition CH2ClN2O2 at a distorted geometry, from the Open Molecules 2025 dataset.

Summary:
HOMO-LUMO gap (spin up / spin down), eV: 7.1621 / 7.1631
Total energy, hartree: -759.4062
Energy above the lowest of the compared OMol25 structures with the same formula, charge and spin, eV: 1.4309
E_LUMO (spin up / spin down), eV: 2.7 / 2.7

```
! wB97M-V def2-TZVPD RIJCOSX def2/J DEFGRID3
* xyz -1 1
C -0.197 0.093 0.903
N -0.302 -0.651 -0.157
N -0.453 -0.290 -1.437
O -0.923 0.860 -1.587
O -0.389 -1.181 -2.273
Cl 2.619 0.282 1.569
H -0.349 -0.299 2.014
H -0.006 1.186 0.968
*
```

What are the natural (NBO) partial charges on each atom? They are as follows, in elementary charge units:
1. C 0.07
2. N -0.39
3. N 0.61
4. O -0.44
5. O -0.38
6. Cl -0.88
7. H 0.21
8. H 0.20

=====

The following is a quantum chemistry calculation of CH2ClN3O3 in the gas phase at a distorted geometry, from the Open Molecules 2025 dataset.

Summary:
HOMO-LUMO gap, eV: 9.0922
Total energy, hartree: -889.2886
Energy above the lowest of the compared OMol25 structures with the same formula, charge and spin, eV: 1.2759
E_LUMO, eV: -0.2
SMILES string: N/C(=N/Cl)O[N+](=O)[O-]

```
! wB97M-V def2-TZVPD RIJCOSX def2/J DEFGRID3
* xyz 0 1
C -0.005 -0.614 0.408
N -0.997 -0.105 1.177
N 1.030 -1.071 1.068
N 0.079 0.944 -1.483
O -0.304 -0.368 -0.888
O 0.022 0.985 -2.664
O 0.323 1.727 -0.673
Cl 2.450 -1.577 0.294
H -0.968 -0.202 2.198
H -1.631 0.279 0.564
*
```

What are the natural (NBO) partial charges on each atom? They are as follows, in elementary charge units:
1. C 0.64
2. N -0.80
3. N -0.53
4. N 0.75
5. O -0.45
6. O -0.28
7. O -0.29
8. Cl 0.12
9. H 0.43
10. H 0.40

=====

The following is a quantum chemistry calculation of CH2ClN3O3 in the gas phase at a distorted geometry, from the Open Molecules 2025 dataset.

Summary:
HOMO-LUMO gap, eV: 9.4480
Total energy, hartree: -889.2958
Energy above the lowest of the compared OMol25 structures with the same formula, charge and spin, eV: 1.0808
E_LUMO, eV: -0.2
SMILES string: N/C(=N/Cl)O[N+](=O)[O-]

```
! wB97M-V def2-TZVPD RIJCOSX def2/J DEFGRID3
* xyz 0 1
C 0.392 -0.602 0.194
N 1.703 -0.170 -0.109
N -0.138 -1.716 -0.104
N -1.174 1.137 -0.031
O -0.285 0.390 0.849
O -2.120 1.444 0.581
O -0.769 1.206 -1.146
Cl -1.744 -1.935 0.363
H 2.435 -0.684 -0.623
H 1.700 0.930 0.025
*
```

What are the natural (NBO) partial charges on each atom? They are as follows, in elementary charge units:
1. C 0.64
2. N -0.84
3. N -0.50
4. N 0.74
5. O -0.43
6. O -0.26
7. O -0.32
8. Cl 0.12
9. H 0.43
10. H 0.42

=====

The following is a quantum chemistry calculation of a molecular structure, CH2ClNO at a distorted geometry, from the Open Molecules 2025 dataset.

Summary:
HOMO-LUMO gap, eV: 8.5703
Total energy, hartree: -629.3650
Energy above the lowest of the compared OMol25 structures with the same formula, charge and spin, eV: 3.6944
E_LUMO, eV: -0.2

```
! wB97M-V def2-TZVPD RIJCOSX def2/J DEFGRID3
* xyz 0 1
C -0.261 -0.373 0.203
N 1.069 -1.670 0.310
O 2.046 -1.369 -0.251
Cl -1.767 -1.181 -0.081
H -0.055 0.038 -0.788
H -0.070 0.046 1.229
*
```

What are the natural (NBO) partial charges on each atom? They are as follows, in elementary charge units:
1. C -0.41
2. N 0.21
3. O -0.23
4. Cl -0.02
5. H 0.22
6. H 0.23

=====

The following is a quantum chemistry calculation of 2 unconnected molecules or ions with the total composition CH2ClNO at a distorted geometry, from the Open Molecules 2025 dataset.

Summary:
HOMO-LUMO gap, eV: 8.2935
Total energy, hartree: -629.3079
Energy above the lowest of the compared OMol25 structures with the same formula, charge and spin, eV: 5.2464
E_LUMO, eV: -1.5

```
! wB97M-V def2-TZVPD RIJCOSX def2/J DEFGRID3
* xyz 0 1
C -0.659 -0.055 -0.260
N -1.120 -1.343 -0.145
O -2.270 -1.524 0.180
Cl -1.880 1.246 -0.027
H 0.015 0.012 -1.020
H 0.322 0.271 1.076
*
```

What are the natural (NBO) partial charges on each atom? They are as follows, in elementary charge units:
1. C -0.21
2. N 0.07
3. O -0.25
4. Cl -0.05
5. H 0.22
6. H 0.22

=====

The following is a quantum chemistry calculation of 2 unconnected molecules or ions with the total composition CH2ClNO2 at a distorted geometry, from the Open Molecules 2025 dataset.

Summary:
HOMO-LUMO gap (spin up / spin down), eV: 9.6703 / 7.7642
Total energy, hartree: -704.5255
Energy above the lowest of the compared OMol25 structures with the same formula, charge and spin, eV: 5.3056
E_LUMO (spin up / spin down), eV: -0.4 / -1.3

```
! wB97M-V def2-TZVPD RIJCOSX def2/J DEFGRID3
* xyz 0 1
C 0.089 0.367 -0.072
N -2.482 -0.041 -0.020
O -2.770 1.081 -0.073
O -3.038 -1.096 0.149
Cl -0.279 2.111 0.024
H -0.172 -0.235 0.712
H 0.254 0.067 -1.068
*
```

What are the natural (NBO) partial charges on each atom? They are as follows, in elementary charge units:
1. C -0.32
2. N 0.52
3. O -0.25
4. O -0.31
5. Cl -0.01
6. H 0.18
7. H 0.19

=====

The following is a quantum chemistry calculation of 2 unconnected molecules or ions with the total composition CH2ClNOS2 at a distorted geometry, from the Open Molecules 2025 dataset.

Summary:
HOMO-LUMO gap (spin up / spin down), eV: 6.8986 / 6.8964
Total energy, hartree: -1425.7821
Energy above the lowest of the compared OMol25 structures with the same formula, charge and spin, eV: 1.2640
E_LUMO (spin up / spin down), eV: -2.8 / -3.0
SMILES string: O=C(S)N=S.Cl

```
! wB97M-V def2-TZVPD RIJCOSX def2/J DEFGRID3
* xyz 0 1
C 0.262 0.511 -0.238
N 1.446 0.113 0.139
O -0.753 -0.194 -0.486
S 0.226 2.304 -0.056
S 1.911 -1.369 -0.063
Cl -0.855 -2.594 0.986
H -1.100 2.732 -0.458
H -1.138 -1.504 0.176
*
```

What are the natural (NBO) partial charges on each atom? They are as follows, in elementary charge units:
1. C 0.51
2. N -0.69
3. O -0.62
4. S 0.01
5. S 0.65
6. Cl -0.39
7. H 0.17
8. H 0.35